{
  "formula": "C37H67NO2P2RhSi5Te",
  "method": "wB97M-V/def2-TZVPD",
  "species": ["H", "H", "H", "H", "H", "C", "C", "H", "C", "H", "H", "H", "H", "H", "H", "C", "C", "C", "H", "H", "H", "C", "H", "H", "Si", "H", "C", "H", "H", "H", "C", "P", "H", "H", "H", "H", "C", "Te", "O", "H", "C", "C", "H", "H", "C", "H", "O", "C", "C", "H", "H", "C", "C", "H", "H", "Si", "C", "C", "C", "C", "H", "H", "H", "C", "H", "H", "P", "H", "C", "H", "H", "C", "C", "C", "H", "C", "Si", "H", "H", "H", "H", "H", "H", "H", "H", "H", "H", "N", "H", "C", "C", "C", "C", "H", "H", "Si", "C", "C", "H", "H", "H", "H", "H", "H", "H", "C", "C", "H", "H", "Rh", "C", "Si", "C", "H", "H", "H"],
  "positions_angstrom": [[-1.49126, 0.13484, 3.85452], [-2.49972, -7.21803, 0.03156], [-2.48998, 0.57612, -0.00046], [0.80336, 3.81605, -3.22166], [-2.63005, 2.32973, -0.13939], [0.05791, 5.70120, 1.17285], [2.75065, 1.48093, -5.65799], [-5.59693, -4.87384, -1.47265], [0.10541, -5.45135, 1.03964], [-2.38977, -7.36354, 1.78984], [3.77992, -2.38741, -1.80110], [0.03524, -5.77851, -3.77209], [0.41692, -5.91244, 1.98191], [3.86939, 2.57082, 5.20546], [0.67430, -4.52983, 0.89553], [-2.68948, -6.69842, 0.97389], [4.49467, 0.43150, -0.40498], [3.06647, 3.65681, 2.07068], [-2.17382, 2.80552, 4.01042], [0.43759, -1.35503, 2.46009], [-2.79140, -6.53370, -4.10909], [4.41078, 4.50196, 4.43026], [2.98700, 4.69161, -4.03421], [-2.54486, 4.41320, 1.42415], [-1.73811, -5.06653, 1.06909], [2.69727, 1.85930, -6.67194], [1.23818, 0.63018, 0.67583], [-1.74587, -0.72595, 2.31586], [-1.53752, -3.39352, 2.91259], [0.36286, -6.13451, 0.22765], [-2.10948, -4.30967, 2.75751], [-0.30648, 4.28095, 2.24955], [3.63854, 5.60014, 1.31918], [-1.37193, -2.57893, -3.92978], [-2.49267, 5.12411, 3.04354], [-3.05572, -3.02153, -4.21658], [-4.85143, -1.66725, -1.90996], [-0.75631, -1.67463, -0.56403], [1.65139, 0.63866, -0.55198], [-5.81109, -1.16943, -1.74135], [3.90706, 4.50053, -2.09533], [-2.04907, 0.13516, 2.91734], [4.82648, 1.97042, -5.41740], [4.87863, 4.84806, -2.42983], [1.62068, 0.94028, -5.05612], [0.56385, -4.61970, -2.53660], [1.82111, -0.34249, 1.35476], [4.33562, 5.32713, 3.31645], [3.17004, 2.83175, 3.20975], [1.99955, -2.37634, -1.81672], [-0.29234, 5.73008, 4.22152], [-2.77493, 1.48574, 0.53480], [-0.17407, -5.38922, -2.77075], [-4.12700, -5.76642, -3.24851], [-3.11790, 0.06617, 3.13525], [-2.25230, -3.59584, -0.67262], [-4.81423, -1.92020, 1.10335], [3.75150, 4.13053, -0.76763], [-2.04278, -3.41797, -4.12183], [1.63586, 3.92727, -2.53629], [0.68389, 0.89658, -5.59835], [-4.90517, -2.19202, -2.86593], [-4.07205, -0.90720, -1.98952], [3.94505, 1.54058, -4.95685], [1.33627, 5.14741, 3.78244], [-3.16780, -4.06468, 2.86696], [-1.65736, 1.64133, 1.96817], [-3.06609, -6.89288, -2.40065], [2.51398, 3.66531, -0.27546], [0.21965, 4.06339, 4.60362], [-4.50095, -2.47524, 1.98860], [3.82092, 3.24267, 4.35570], [2.85534, 4.41358, -2.99645], [2.88421, -2.01415, -1.29347], [-3.76714, -6.53608, 1.05268], [4.00647, 1.06003, -3.65480], [-1.91882, -4.67540, -2.72520], [4.92045, 4.82595, 5.32835], [4.42589, 0.16422, 0.65208], [-3.60977, 2.76328, 2.98280], [2.07922, -1.20610, 3.16497], [-5.89006, -1.73329, 1.17995], [-6.71588, -3.90464, -0.50803], [-1.76725, -3.88084, -5.07442], [4.59331, 1.51559, -0.47412], [-4.30046, -0.95799, 1.11339], [4.60858, 4.17097, -0.10856], [2.30081, 3.21698, 1.01308], [1.14168, 5.79651, 1.10196], [0.28446, 4.86949, 3.87421], [-2.52813, 2.92252, 2.98158], [1.28282, -0.68945, 2.63426], [3.68733, 4.92082, 2.15915], [4.94231, 1.13415, -3.11090], [-1.84269, -5.01610, 3.54983], [-4.45919, -2.84908, -0.49976], [1.68585, 0.45990, -3.75683], [2.88358, 0.51103, -3.03605], [-0.35920, 6.63267, 1.56292], [5.39404, -0.03540, -0.81436], [-0.33063, 5.51125, 0.17297], [-5.54852, -4.96221, 0.28851], [0.51563, 3.16808, -0.86883], [0.96964, 0.21173, 3.16044], [0.79543, 0.04601, -3.29353], [-2.13549, 4.29172, 2.43169], [-5.69087, -4.28630, -0.55868], [2.86188, -2.40909, -0.27897], [4.78195, 6.31515, 3.34595], [0.36226, 2.31777, 1.51007], [-3.09247, -6.09872, -3.15072], [2.97552, -0.15882, -1.30033], [1.46621, 3.56628, -1.21337], [-0.04909, -6.20795, -2.05857], [2.70312, 1.85426, 3.16082], [-3.82240, 1.43183, 0.83962]],
  "mulliken_charge": [0.409, 0.247, -0.181, 0.408, 0.420, -1.370, -0.417, 0.227, -0.865, 0.364, 0.481, 0.384, 0.393, 0.406, 0.046, -1.115, -1.140, -0.650, 0.388, -0.236, 0.355, -0.650, 0.397, 0.331, 0.564, 0.359, 0.485, -0.177, 0.029, 0.299, -0.883, 0.993, 0.338, 0.083, 0.524, 0.251, -1.087, -0.960, -0.119, 0.397, -0.909, -1.103, 0.390, 0.351, -0.621, 0.027, -0.200, -0.733, -0.162, -0.127, 0.435, -1.201, -0.778, 0.299, 0.506, -0.108, -0.423, -0.370, -0.868, -0.644, 0.418, 0.277, 0.264, -0.617, 0.260, 0.257, 1.266, 0.255, -0.422, 0.288, 0.212, -0.534, -0.769, -0.790, 0.254, -0.131, 0.555, 0.370, 0.241, 0.533, 0.334, 0.465, 0.385, 0.375, 0.258, -0.367, 0.458, 2.196, 0.160, -1.388, -1.116, -0.280, -0.244, 0.293, 0.421, 0.575, -0.264, 0.198, 0.513, 0.480, 0.319, 0.259, 0.288, 0.091, 0.456, -0.839, -1.145, 0.231, 0.335, -0.547, -1.127, 0.633, -0.031, 0.231, 0.263, 0.453],
  "mol_weight_g_mol": 990.83,
  "e_tot_ev": -113317.7347,
  "charge": -1,
  "relative_energy_kcal_mol": 1.2
}